No. 1
Entry from OMol25: one molecule with the formula C17H19N3O4 (the ωB97M-V functional and the def2-TZVPD basis).

Geometry as XYZ:
```
43
Properties=species:S:1:pos:R:3:nbo_charge:R:1
C -4.47 -0.63 0.78 -0.2333
H -2.52 2.71 1.06 0.2504
H -6.22 0.07 -0.23 0.2092
H -4.78 -0.04 1.64 0.2002
H -3.71 1.74 1.93 0.2194
N -3.03 -0.55 0.63 -0.4359
C 1.27 -2.48 -0.23 -0.1900
H 6.63 -1.22 1.83 0.4006
C -3.22 1.88 0.96 -0.4633
C 5.07 0.51 -0.59 -0.0008
H -5.16 1.44 -1.92 0.2204
C -0.35 -0.27 0.25 0.2427
N 6.13 -0.99 0.99 -0.8223
O 3.70 0.21 -0.31 -0.4911
C 5.92 0.30 0.69 0.6455
C -5.18 -0.16 -0.49 -0.4072
H -3.94 3.07 -0.69 0.2180
H 5.67 -1.72 0.46 0.4256
H -5.19 -0.96 -1.23 0.2174
N -1.14 0.83 0.49 -0.5137
H -3.57 0.78 -1.57 0.2019
C 3.29 -1.05 -0.38 0.8045
H -5.22 2.47 0.35 0.2048
C -4.28 2.21 -0.12 -0.3968
C -0.90 -1.56 0.20 -0.1978
H 1.93 -3.31 -0.42 0.2392
C -2.40 0.66 0.67 0.4911
C -0.07 -2.66 -0.05 -0.1447
H 6.17 2.18 -1.35 0.2268
O 6.36 1.22 1.34 -0.6029
H 1.43 0.90 0.11 0.2427
H -4.71 -1.68 0.97 0.2585
H -0.53 -3.64 -0.09 0.2390
H 4.49 2.10 -1.91 0.2154
O 4.03 -1.99 -0.59 -0.6291
C 1.82 -1.19 -0.17 -0.1448
H 5.43 -0.19 -1.35 0.2069
H 4.86 2.61 -0.25 0.2339
C -2.34 -1.74 0.38 0.6649
C 5.15 1.95 -1.06 -0.6183
C 1.02 -0.09 0.07 -0.1784
O -2.92 -2.80 0.34 -0.6055
C -4.52 1.07 -1.12 -0.4034
```

SMILES string ... C[C@H](OC(=O)c1ccc2c(=O)n3c(nc2c1)CCCCC3)C(N)=O
Relative energy (zero: lowest compared OMol25 entry of this formula, charge and spin) ... 0.0 kcal/mol

***

No. 2
Entry from OMol25: one molecule with the formula C17H19N3O4S (the ωB97M-V functional and the def2-TZVPD basis).

Geometry as XYZ:
```
44
Properties=species:S:1:pos:R:3:nbo_charge:R:1
O 2.22 2.02 1.35 -0.6265
H 2.63 -3.01 -2.98 0.1647
O 4.27 1.10 -1.17 -0.5468
C -5.00 0.93 -1.06 0.0535
H 3.55 -1.49 -3.13 0.1746
S -0.22 -0.97 1.53 0.4261
C 2.01 0.84 1.15 0.6528
H 2.42 -0.70 -1.20 0.1940
H -7.18 -1.44 -0.11 0.2251
C 2.53 -1.68 -0.70 -0.0903
H -4.86 1.84 -1.62 0.2559
H -5.11 -2.28 1.00 0.2409
C -6.25 -0.92 -0.20 -0.1525
N -3.86 0.47 -0.45 -0.3964
C 3.54 -2.49 -2.67 -0.2484
H 0.08 2.12 -0.34 0.2529
H 6.02 0.86 -0.10 0.1691
N -2.83 -1.17 0.91 -0.5099
H -7.05 0.66 -1.45 0.2323
C -6.18 0.28 -0.96 -0.2758
H 5.10 -0.60 -0.57 0.2018
H 1.59 -2.24 -0.85 0.1730
O 3.61 -2.39 -1.27 -0.5486
C -0.23 1.21 0.13 -0.1405
O -2.70 2.25 -1.32 -0.5943
H 3.79 2.89 -1.94 0.1906
C -2.66 1.25 -0.64 0.6647
N 3.00 -0.09 1.16 -0.4238
C 2.82 -1.47 0.79 -0.2453
H 2.03 -1.91 1.40 0.2103
H 5.26 2.91 -0.93 0.1594
C -3.89 -0.69 0.30 0.4094
H 4.33 1.42 1.61 0.2435
C 0.61 0.42 0.86 -0.3014
H 3.75 -2.00 1.01 0.2313
H 4.96 -0.23 1.86 0.2004
C -1.54 0.70 0.06 -0.2778
H 4.41 -3.05 -2.99 0.1935
H 3.64 2.82 -0.17 0.2032
C 4.24 2.51 -1.03 -0.2656
C 4.36 0.41 1.20 -0.2538
C -5.13 -1.38 0.41 -0.2248
C 5.02 0.42 -0.20 -0.0823
C -1.70 -0.49 0.79 0.0819
```

SMILES string ... COCCN(CCOC)C(=O)c1cc2c(=O)n3ccccc3nc2s1
Relative energy (zero: lowest compared OMol25 entry of this formula, charge and spin) ... 47.5 kcal/mol

***

No. 3
Entry from OMol25: one molecule with the formula C17H19N3OS (the ωB97M-V functional and the def2-TZVPD basis).

Geometry as XYZ:
```
41
Properties=species:S:1:pos:R:3:nbo_charge:R:1
C -4.02 -3.23 0.95 -0.6056
H -1.87 -2.44 -1.63 0.2021
H -2.98 3.80 -0.81 0.2201
H -5.10 -3.16 1.07 0.2138
H -4.81 1.68 2.44 0.2120
H 5.77 2.43 0.38 0.2271
C 0.22 -0.22 -2.01 -0.2740
H -3.93 -1.54 -0.39 0.2062
N -1.33 1.59 -1.41 -0.4709
H 6.37 0.31 1.79 0.2381
S 4.37 -0.83 1.01 0.5138
C -2.08 -2.63 -0.58 -0.3983
C -2.42 0.63 0.34 0.1693
C -3.08 2.91 -0.20 -0.1895
C 2.20 -0.50 -0.61 0.6554
C -3.32 0.57 1.39 -0.2584
C 5.18 1.53 0.42 -0.2678
C -3.98 2.84 0.84 -0.2344
C 3.42 0.12 -0.09 -0.3311
H -3.43 -0.31 2.00 0.2120
H -4.09 -3.10 -1.18 0.2048
C 5.51 0.44 1.16 -0.3971
H -0.23 -1.85 0.22 0.2575
H -1.72 -3.63 -0.34 0.2081
H -4.61 3.69 1.07 0.2117
C -2.29 1.80 -0.46 0.0653
C 3.98 1.35 -0.30 -0.2041
H -3.75 -4.28 0.96 0.2030
H -3.56 -2.75 1.81 0.1930
N 1.50 0.23 -1.50 -0.5894
H 0.12 0.12 -3.05 0.2332
N -1.51 -0.27 -0.17 -0.3701
C -3.60 -2.58 -0.36 -0.4029
H -1.61 -1.69 1.32 0.2065
C -4.10 1.69 1.62 -0.2174
H 0.22 -1.31 -1.97 0.2399
C -1.30 -1.62 0.27 -0.2381
O 1.87 -1.63 -0.28 -0.6412
C -0.90 0.37 -1.21 0.3776
H 3.57 2.11 -0.94 0.2165
H 1.71 1.21 -1.63 0.4033
```

SMILES string ... CCCCn1c(CNC(=O)c2cccs2)nc2ccccc21
Relative energy (zero: lowest compared OMol25 entry of this formula, charge and spin) ... 0.0 kcal/mol

***

No. 4
Entry from OMol25: one molecule with the formula C17H19NO2 (the ωB97M-V functional and the def2-TZVPD basis).

Geometry as XYZ:
```
39
Properties=species:S:1:pos:R:3:nbo_charge:R:1
C -2.41 0.63 -0.89 0.6918
H -2.36 2.92 1.68 0.2028
H 3.51 0.93 0.04 0.2174
C 0.67 -3.02 -1.97 -0.2582
C 2.90 0.27 0.64 -0.2009
H -0.73 -2.04 -4.89 0.2169
H -0.10 3.45 2.64 0.1989
C 0.41 -2.98 -3.33 -0.2242
N -1.62 -0.46 -0.68 -0.6121
C -0.53 -2.08 -3.83 -0.1993
C 3.05 0.24 2.01 -0.2454
H -2.97 0.54 1.19 0.2021
O 0.21 -2.22 0.25 -0.5129
H -3.86 1.72 0.20 0.2369
C -0.97 -1.26 -1.61 0.0925
H 0.47 3.78 1.00 0.2022
H 1.40 -3.70 -1.56 0.2273
C 2.26 -0.61 2.77 -0.1879
H 3.78 0.88 2.49 0.2165
H 0.93 -3.64 -4.00 0.2165
C 1.32 -1.42 2.16 -0.2687
C -1.21 -1.23 -2.98 -0.2258
C -0.01 -2.17 -1.12 0.3092
H -0.63 1.11 1.98 0.1915
H -0.04 1.44 0.34 0.2049
H 1.85 -0.52 -1.06 0.2273
H -1.41 -0.70 0.28 0.4131
H -1.82 3.11 0.00 0.2107
C 1.96 -0.54 0.02 -0.2606
H 0.70 -2.09 2.74 0.2253
O -2.70 1.06 -1.99 -0.6070
C 0.35 3.00 1.75 -0.6004
C -0.53 1.88 1.21 -0.4062
C -1.92 2.40 0.82 -0.3824
C 1.17 -1.39 0.78 0.2866
H 2.37 -0.64 3.85 0.2168
H 1.33 2.61 2.01 0.2146
H -1.93 -0.53 -3.36 0.2574
C -2.88 1.28 0.40 -0.4870
```

SMILES string ... CCCCC(=O)Nc1ccccc1Oc1ccccc1
Relative energy (zero: lowest compared OMol25 entry of this formula, charge and spin) ... 23.3 kcal/mol

***

No. 5
Entry from OMol25: one molecule with the formula C17H19NO4 at a distorted geometry (the ωB97M-V functional and the def2-TZVPD basis).

Geometry as XYZ:
```
41
Properties=species:S:1:pos:R:3:nbo_charge:R:1
C 0.69 -3.07 1.50 -0.2278
H -1.18 2.44 -3.49 0.1746
C 1.43 2.53 -2.83 -0.0794
C -1.44 1.78 3.25 -0.4048
C -1.25 -3.04 0.11 0.2878
H -2.17 2.46 2.85 0.1931
C -2.07 -5.10 0.38 0.2323
C 2.21 -1.07 1.72 -0.0840
C 0.17 0.40 0.04 -0.0362
H -0.20 3.54 1.45 0.2169
C 0.61 3.12 -0.50 -0.1641
C 0.04 -1.04 0.32 -0.0789
H -0.71 2.32 3.82 0.1882
N -0.89 0.96 2.17 -0.6146
O -2.29 -3.83 -0.28 -0.4907
C 0.88 2.18 -1.48 -0.1011
H -1.93 1.15 4.01 0.2107
H 2.46 2.88 -2.72 0.1951
H 1.49 1.67 -3.49 0.1732
C -1.03 -1.71 -0.24 -0.2579
O -0.82 -5.01 1.11 -0.4800
H 1.32 -3.60 2.19 0.2276
H 2.44 -1.40 2.74 0.1900
H 2.12 0.03 1.71 0.1897
H -0.23 2.49 -5.03 0.1687
H -1.97 -5.91 -0.35 0.1665
H -0.96 -0.05 2.28 0.4014
O 3.32 -1.46 0.86 -0.7279
O 0.57 3.55 -3.42 -0.5525
H 0.89 0.11 -1.98 0.2061
C 0.65 0.82 -1.20 -0.1973
H -1.79 -1.22 -0.85 0.2305
C 0.07 2.74 0.74 -0.2930
C -0.56 3.03 -4.17 -0.2544
C 0.96 -1.75 1.16 -0.0575
H 3.10 -1.28 -0.08 0.4696
H 0.80 4.15 -0.75 0.2195
H -2.91 -5.29 1.04 0.1631
H -1.19 3.83 -4.56 0.1934
C -0.25 1.39 1.01 0.1869
C -0.39 -3.73 0.92 0.2172
```

SMILES string ... CNc1ccc(COC)cc1-c1cc2c(cc1CO)OCO2
Relative energy (zero: lowest compared OMol25 entry of this formula, charge and spin) ... 89.8 kcal/mol

***

No. 6
Entry from OMol25: C17H20AuN7O4S as an isolated structure at a distorted geometry (the ωB97M-V functional and the def2-TZVPD basis).

Geometry as XYZ:
```
50
Properties=species:S:1:pos:R:3:nbo_charge:R:1
C 1.48 3.06 -0.30 0.1351
N -3.60 -2.01 0.15 -0.4317
H 1.65 -1.64 0.85 0.4372
H 0.29 -5.28 -0.70 0.2172
C 0.69 -1.97 -1.24 -0.2919
C -0.29 -1.50 -0.37 -0.1285
H 1.68 -3.70 -2.04 0.2158
N 5.92 1.56 -0.31 -0.7521
Au -0.08 0.48 -0.08 1.3396
O -1.93 1.00 0.43 -0.9642
N 0.22 2.65 -0.45 -0.5007
H -2.61 -2.62 1.85 0.1990
N 3.75 2.30 -0.29 -0.5427
C 2.49 1.96 -0.23 0.4840
H 6.19 2.52 -0.43 0.4130
C -2.44 -1.93 1.02 -0.2407
H -1.77 3.16 -0.58 0.2517
C 1.82 4.38 -0.16 -0.2003
N 2.62 -1.43 0.66 -0.7386
C -0.76 3.54 -0.46 0.1280
C 0.90 -3.34 -1.38 -0.2319
H -1.54 -4.40 0.71 0.2162
H -3.49 -3.94 -0.82 0.1581
C 0.12 -4.21 -0.64 -0.2201
H -2.82 -1.08 -1.63 0.1571
N 2.03 0.70 -0.06 -0.6349
C -1.16 -2.34 0.30 -0.0999
H 6.60 0.87 -0.09 0.4131
H -1.33 5.60 -0.32 0.2379
O -0.42 0.85 2.30 -1.0831
C -0.50 4.90 -0.33 -0.2172
O -1.69 2.90 2.02 -1.0014
O -2.80 0.86 2.77 -0.9595
H -4.58 -1.26 -1.51 0.1925
C 0.80 5.32 -0.18 -0.1379
H -5.09 -3.23 -0.60 0.1987
H 1.31 -1.28 -1.81 0.2149
H 2.86 4.65 -0.05 0.2461
C -4.11 -3.33 -0.14 -0.4025
S -1.74 1.45 2.01 2.5367
H -2.36 -0.93 1.44 0.2562
C -3.68 -1.05 -0.93 -0.4118
C -0.90 -3.71 0.16 -0.1988
H 3.34 -2.05 0.97 0.4208
H 1.03 6.37 -0.05 0.2276
N 4.30 0.03 0.18 -0.5699
C 4.62 1.27 -0.14 0.6086
H -4.23 -3.89 0.79 0.1938
H -3.75 -0.03 -0.55 0.2289
C 2.99 -0.22 0.25 0.6323
```

Relative energy (zero: lowest compared OMol25 entry of this formula, charge and spin) ... 23.2 kcal/mol

***

- Which value of relative energy (zero: lowest compared OMol25 entry of this formula, charge and spin) does entry 2 give?
  47.5 kcal/mol

***

Copy entry 5 word for word.
Entry from OMol25: one molecule with the formula C17H19NO4 at a distorted geometry (the ωB97M-V functional and the def2-TZVPD basis).

Geometry as XYZ:
```
41
Properties=species:S:1:pos:R:3:nbo_charge:R:1
C 0.69 -3.07 1.50 -0.2278
H -1.18 2.44 -3.49 0.1746
C 1.43 2.53 -2.83 -0.0794
C -1.44 1.78 3.25 -0.4048
C -1.25 -3.04 0.11 0.2878
H -2.17 2.46 2.85 0.1931
C -2.07 -5.10 0.38 0.2323
C 2.21 -1.07 1.72 -0.0840
C 0.17 0.40 0.04 -0.0362
H -0.20 3.54 1.45 0.2169
C 0.61 3.12 -0.50 -0.1641
C 0.04 -1.04 0.32 -0.0789
H -0.71 2.32 3.82 0.1882
N -0.89 0.96 2.17 -0.6146
O -2.29 -3.83 -0.28 -0.4907
C 0.88 2.18 -1.48 -0.1011
H -1.93 1.15 4.01 0.2107
H 2.46 2.88 -2.72 0.1951
H 1.49 1.67 -3.49 0.1732
C -1.03 -1.71 -0.24 -0.2579
O -0.82 -5.01 1.11 -0.4800
H 1.32 -3.60 2.19 0.2276
H 2.44 -1.40 2.74 0.1900
H 2.12 0.03 1.71 0.1897
H -0.23 2.49 -5.03 0.1687
H -1.97 -5.91 -0.35 0.1665
H -0.96 -0.05 2.28 0.4014
O 3.32 -1.46 0.86 -0.7279
O 0.57 3.55 -3.42 -0.5525
H 0.89 0.11 -1.98 0.2061
C 0.65 0.82 -1.20 -0.1973
H -1.79 -1.22 -0.85 0.2305
C 0.07 2.74 0.74 -0.2930
C -0.56 3.03 -4.17 -0.2544
C 0.96 -1.75 1.16 -0.0575
H 3.10 -1.28 -0.08 0.4696
H 0.80 4.15 -0.75 0.2195
H -2.91 -5.29 1.04 0.1631
H -1.19 3.83 -4.56 0.1934
C -0.25 1.39 1.01 0.1869
C -0.39 -3.73 0.92 0.2172
```

SMILES string ... CNc1ccc(COC)cc1-c1cc2c(cc1CO)OCO2
Relative energy (zero: lowest compared OMol25 entry of this formula, charge and spin) ... 89.8 kcal/mol

***

- Number 5 is which compound?
  C17H19NO4